Computed, not measured: 14 unconnected molecules or ions with the total composition C54H132Cl12N8 in a non-equilibrium geometry, with wB97M-V/def2-TZVPD.

```
206
Properties=species:S:1:pos:R:3:forces:R:3
C -7.366 -2.801 -4.546 -0.194 1.346 0.591
C -8.464 -1.972 -3.816 -1.474 -0.994 -0.681
N -8.018 -0.958 -2.929 2.507 0.659 0.542
C -7.318 -1.566 -1.785 -1.141 0.791 0.452
C -6.635 -0.615 -0.797 0.065 -0.141 -0.423
C -9.049 -0.060 -2.471 0.664 -0.632 0.463
C -9.414 0.937 -3.499 0.545 1.923 -0.597
H -6.868 -2.150 -5.307 -0.249 -0.717 0.583
H -7.840 -3.665 -4.995 0.061 -0.082 -0.269
H -6.643 -3.152 -3.793 -0.081 0.026 -0.609
H -9.156 -1.504 -4.573 0.698 -0.545 0.654
H -9.104 -2.674 -3.188 0.283 0.172 -0.737
H -8.082 -2.157 -1.267 0.013 -0.360 0.434
H -6.582 -2.241 -2.139 0.663 -0.595 -0.384
H -5.935 0.024 -1.336 -0.189 0.329 0.092
H -7.296 -0.056 -0.141 -0.192 0.342 -0.305
H -6.034 -1.173 -0.096 0.346 -0.551 0.069
H -8.631 0.413 -1.552 -0.856 -0.130 -0.753
H -9.912 -0.677 -2.254 -0.728 -0.137 0.729
H -9.780 0.568 -4.438 -0.232 -0.733 -0.360
H -8.517 1.529 -3.780 -0.508 -0.110 0.324
H -10.197 1.606 -3.144 0.068 0.175 0.151
C -2.520 -4.222 5.430 -0.824 -0.902 -0.329
C -1.936 -5.294 4.506 0.292 -0.855 0.502
N -0.783 -4.901 3.703 -0.350 0.886 -1.257
C 0.336 -4.371 4.464 -0.053 -0.181 1.153
C 0.941 -5.391 5.454 -1.567 0.866 1.278
C -1.178 -3.948 2.612 -0.072 -0.123 0.878
C -2.098 -4.605 1.561 1.079 0.756 0.746
H -3.470 -4.548 5.879 0.330 -0.084 -0.068
H -2.742 -3.312 4.927 -0.227 0.858 -0.673
H -1.848 -3.968 6.210 0.695 0.112 0.883
H -1.561 -6.127 5.131 -0.492 0.260 -0.213
H -2.702 -5.745 3.850 0.323 0.365 0.218
H 1.072 -4.045 3.762 0.720 -0.033 -0.598
H 0.104 -3.453 5.018 -0.404 0.212 0.196
H 1.292 -6.210 4.902 0.783 -1.239 -0.673
H 1.718 -4.988 6.134 -0.316 -0.017 -0.702
H 0.137 -5.800 6.137 0.811 0.515 -0.647
H -0.268 -3.533 2.150 -0.092 -0.516 0.138
H -1.693 -3.055 3.051 0.249 -0.546 -0.277
H -1.677 -5.568 1.302 -0.325 -0.431 0.090
H -2.071 -4.010 0.663 -0.157 0.361 -0.418
H -3.108 -4.613 1.944 -0.314 -0.487 -0.138
C 2.386 3.852 -0.355 1.007 0.025 0.672
C 1.891 5.196 -0.684 -1.208 1.407 -0.915
N 1.526 5.343 -2.126 0.717 -0.341 0.807
C 2.727 5.185 -2.943 -0.723 -0.651 -1.127
C 2.426 5.228 -4.451 0.775 -0.814 0.535
C 0.741 6.525 -2.481 0.993 0.396 -0.731
C 1.539 7.828 -2.384 -0.083 0.179 0.906
H 3.364 3.699 -0.759 0.590 -0.349 -0.458
H 1.736 3.084 -0.657 -0.845 -0.926 -0.464
H 2.549 3.778 0.707 -0.182 -0.139 0.535
H 0.964 5.387 -0.145 -0.033 0.159 0.213
H 2.648 5.916 -0.329 -0.196 0.259 -0.302
H 3.503 5.862 -2.685 0.806 1.162 0.265
H 3.181 4.230 -2.750 -0.159 -0.631 0.236
H 2.445 6.225 -4.837 -0.749 0.704 -0.263
H 3.215 4.740 -5.027 0.130 -0.227 0.259
H 1.523 4.645 -4.635 -0.158 0.464 -0.336
H -0.120 6.618 -1.834 -0.442 -0.371 -0.018
H 0.466 6.390 -3.558 -0.304 0.128 0.991
H 2.469 7.714 -2.922 0.084 0.439 -0.504
H 1.842 8.056 -1.356 -0.078 -0.307 0.098
H 0.959 8.713 -2.662 0.143 -0.215 -0.512
C 1.788 0.409 -0.057 0.263 -0.589 -0.071
C 0.654 0.924 0.801 -0.483 0.861 0.289
N -0.152 -0.079 1.514 1.886 0.854 0.574
C -0.675 -1.085 0.649 0.293 -1.041 -0.186
C -1.711 -0.599 -0.343 0.768 -0.535 0.252
C -1.061 0.569 2.462 0.500 0.004 0.050
C -1.982 -0.353 3.223 0.795 -0.255 0.585
H 1.496 -0.135 -0.985 0.077 0.496 0.590
H 2.377 -0.276 0.560 0.164 -0.062 -0.163
H 2.424 1.269 -0.312 -0.100 -0.499 -0.133
H 1.118 1.594 1.558 -0.430 -0.344 -0.292
H 0.012 1.584 0.158 0.114 -0.183 0.473
H 0.121 -1.538 0.040 0.291 0.318 0.345
H -0.947 -1.926 1.291 -0.754 0.224 -0.321
H -1.992 -1.469 -0.934 -0.333 0.250 -0.344
H -2.538 -0.216 0.221 -0.769 0.474 -0.181
H -1.209 0.167 -0.956 -0.663 -0.208 -0.032
H -1.638 1.293 1.929 -0.846 0.817 -0.494
H -0.501 1.173 3.211 0.104 -0.553 -0.588
H -1.364 -1.018 3.881 -0.766 0.219 -0.589
H -2.658 -0.900 2.574 0.094 -0.409 -0.081
H -2.608 0.260 3.858 -0.159 0.155 0.322
C 2.767 -3.557 0.814 -0.109 -1.065 -0.548
C 3.017 -4.839 1.682 -1.394 0.444 -0.502
N 3.592 -5.908 0.914 -0.071 -0.540 -0.797
C 4.951 -5.757 0.403 -0.585 0.264 0.405
C 5.249 -6.461 -0.913 0.373 0.455 -0.824
C 3.286 -7.243 1.385 -1.130 1.112 1.092
C 3.837 -7.682 2.729 -0.076 0.806 0.495
H 2.251 -2.805 1.375 -0.374 0.441 0.600
H 2.078 -3.826 -0.049 1.126 0.277 0.788
H 3.701 -3.068 0.476 -0.465 -0.460 -0.132
H 3.585 -4.608 2.586 0.102 0.246 0.214
H 1.990 -5.206 2.015 1.192 0.411 -0.237
H 5.102 -4.680 0.286 0.283 -0.152 -0.061
H 5.660 -6.118 1.132 0.563 -0.024 0.586
H 6.380 -6.499 -1.052 -1.500 0.106 -0.107
H 4.849 -7.475 -1.004 0.213 0.029 0.381
H 4.738 -5.903 -1.727 0.640 -0.247 0.253
H 3.616 -7.895 0.646 0.433 -1.398 -1.328
H 2.192 -7.332 1.469 0.137 0.026 -0.310
H 4.920 -7.709 2.720 0.264 0.035 0.171
H 3.476 -8.684 2.937 -0.058 -0.122 0.204
H 3.488 -6.982 3.525 0.317 -0.605 -0.391
C 5.241 1.841 -2.623 0.592 -1.069 -1.066
C 6.564 1.747 -1.860 -1.055 -1.395 1.416
N 6.416 1.442 -0.390 -0.600 -1.380 -0.533
C 7.639 1.630 0.359 0.622 -0.614 0.624
C 8.035 3.073 0.364 0.646 1.122 0.076
C 5.861 0.033 -0.154 -0.980 2.839 -0.016
C 5.440 -0.208 1.295 0.422 -0.668 0.053
H 4.729 0.857 -2.652 0.360 0.495 0.122
H 5.488 2.043 -3.703 -0.404 0.189 1.002
H 4.526 2.524 -2.219 -0.244 0.752 0.161
H 7.075 0.919 -2.324 0.725 -0.468 -0.319
H 7.184 2.607 -1.955 0.209 0.803 -0.155
H 7.439 1.375 1.418 0.001 -0.170 -0.589
H 8.519 0.968 0.033 -0.980 0.602 0.155
H 8.467 3.400 -0.566 0.565 -0.053 -0.411
H 7.166 3.716 0.434 -0.448 -0.011 0.444
H 8.737 3.355 1.168 -0.268 -0.319 -0.304
H 6.553 -0.717 -0.471 0.559 -0.685 -0.520
H 4.937 0.043 -0.758 0.501 -0.494 0.102
H 4.746 -1.058 1.298 0.169 0.051 0.108
H 4.893 0.632 1.714 0.082 0.231 0.012
H 6.292 -0.482 1.954 -0.541 0.287 -0.348
C -1.452 -1.472 -4.633 0.156 0.863 -0.554
C -1.412 -0.491 -5.858 0.083 -0.640 0.338
N -1.543 -1.083 -7.186 0.450 0.266 0.701
C -0.354 -1.797 -7.595 0.490 0.346 -1.061
C 0.894 -0.918 -7.743 -0.274 -0.378 0.845
C -2.729 -1.811 -7.538 -1.298 0.296 -0.072
C -4.075 -1.045 -7.271 0.953 -0.721 -0.205
H -1.188 -0.926 -3.711 -0.212 -0.049 -0.299
H -0.649 -2.200 -4.790 -0.463 -0.303 0.132
H -2.450 -1.920 -4.492 0.537 -0.078 -0.117
H -2.108 0.331 -5.743 -0.394 -0.002 0.037
H -0.432 -0.024 -5.894 0.026 0.197 0.364
H -0.077 -2.717 -7.042 -0.362 0.264 0.180
H -0.580 -2.106 -8.612 0.022 -0.435 -0.178
H 0.697 -0.001 -8.272 -0.196 0.147 -0.679
H 1.242 -0.567 -6.778 0.384 -0.201 0.328
H 1.674 -1.518 -8.207 0.134 0.225 -0.075
H -2.820 -2.786 -7.043 0.100 -0.165 0.289
H -2.588 -2.053 -8.595 -0.452 0.099 -0.051
H -4.113 -0.066 -7.734 0.216 0.193 -0.114
H -4.189 -0.924 -6.196 -0.174 0.065 0.096
H -4.931 -1.617 -7.651 0.259 -0.023 0.132
C -0.688 3.466 5.690 0.163 -0.332 1.037
C -0.463 3.802 4.239 -0.711 0.607 -0.677
N 0.082 5.138 4.119 -1.333 1.482 0.691
C -1.001 6.193 4.440 1.542 -1.485 -0.493
C -0.506 7.268 5.396 0.054 0.176 -1.054
C 0.719 5.442 2.829 0.558 0.375 1.836
C 2.237 5.207 2.979 -1.034 -0.403 0.414
H -1.212 2.495 5.783 0.257 0.444 0.109
H -1.272 4.239 6.207 -0.244 -0.254 -0.341
H 0.252 3.468 6.284 -0.301 -0.342 -0.617
H 0.261 3.128 3.778 -0.184 -0.226 -0.032
H -1.468 3.746 3.683 1.096 -0.295 0.396
H -1.230 6.602 3.473 -0.290 0.755 -0.447
H -1.929 5.698 4.701 -0.045 -0.158 0.664
H -1.325 7.964 5.576 0.121 0.284 -0.006
H -0.156 6.909 6.350 0.088 -0.414 0.225
H 0.340 7.783 4.888 -0.534 -0.089 0.497
H 0.538 6.502 2.690 0.346 0.282 -0.289
H 0.187 4.969 2.034 -0.074 -0.860 -0.963
H 2.548 5.874 3.785 0.248 0.073 -0.273
H 2.752 5.387 2.056 0.503 0.268 -0.342
H 2.476 4.192 3.334 -0.215 0.157 -0.274
C -6.025 -1.590 2.845 -0.075 0.595 1.610
Cl -6.754 -0.051 3.439 0.235 -0.475 -0.178
Cl -6.299 -2.932 3.983 0.067 0.197 -0.184
H -6.520 -1.822 1.943 -0.189 -0.262 -0.929
H -4.959 -1.420 2.792 0.000 -0.082 -0.291
C -3.174 4.228 -1.032 -0.278 -0.619 -0.097
Cl -2.626 4.060 0.655 0.294 0.059 -0.341
Cl -4.905 3.748 -1.106 0.535 0.136 -0.265
H -3.096 5.266 -1.332 -0.015 0.002 0.080
H -2.584 3.573 -1.705 -0.462 0.374 0.609
C 0.300 2.598 -2.969 -0.282 -1.866 -0.412
Cl -1.215 2.314 -3.890 0.558 0.198 0.134
Cl 1.694 1.604 -3.548 -0.538 0.098 0.078
H 0.656 3.582 -3.084 -0.168 1.206 0.273
H 0.068 2.277 -1.959 0.260 0.266 0.046
C 2.396 -1.706 -3.749 -1.768 -0.058 0.674
Cl 3.890 -1.764 -2.842 0.054 0.049 0.061
Cl 2.071 -3.155 -4.667 0.097 -0.956 -0.371
H 1.502 -1.604 -3.071 1.225 0.171 -0.469
H 2.378 -0.936 -4.496 0.364 0.637 0.088
C 1.890 -1.016 4.317 -0.344 0.824 0.352
Cl 2.289 0.756 4.362 0.050 -0.671 -0.151
Cl 3.287 -2.070 4.134 -0.213 0.298 0.034
H 1.377 -1.192 5.251 0.266 -0.291 0.338
H 1.165 -1.146 3.530 0.184 -0.069 -0.613
C -0.598 0.365 8.210 0.211 -0.226 1.307
Cl -1.976 0.784 9.321 0.829 -0.349 -0.708
Cl -0.483 -1.380 7.841 -0.043 0.385 0.240
H -0.753 0.846 7.280 -0.246 0.561 -0.658
H 0.341 0.709 8.687 -0.703 -0.380 -0.264
```
Positions in Å, forces in eV/Å.

The value obtained for the HOMO-LUMO gap is 8.271 eV. Its total energy is -8096.80461 hartree. Its strongest force on any atom is 3.00 eV/Å. As for the HOMO energy: -7.89 eV.